Record 1
119
Properties=species:S:1:pos:R:3:lowdin_charge:R:1 method="wB97M-V/def2-TZVPD" max_force_ev_per_a=0.876 de_lowest_ev=0.415 e_tot_ev=-192661.183 lumo_ev=-8.6 total_charge=+3
As -0.246 -4.223 1.535 0.791
Sc -0.005 -0.016 0.086 0.558
S 0.593 -1.318 -2.154 0.821
S -0.067 -2.101 1.736 0.244
P -0.742 1.467 -2.237 1.087
P 2.654 -0.759 -0.003 1.037
O 0.670 -2.785 -1.979 -0.439
N -1.387 0.989 1.477 0.024
N 0.914 2.063 0.750 0.048
N 2.126 4.107 2.158 0.153
N -2.171 -0.906 -0.230 0.025
N -5.590 3.837 6.340 0.096
N -4.727 -1.988 -0.164 0.140
C 4.674 0.095 -3.523 -0.010
C -1.348 0.153 -3.357 -0.376
C -0.565 -1.002 -3.462 -0.422
C -4.324 3.544 6.627 -0.099
C -0.834 -2.009 -4.373 -0.050
C -1.920 -1.858 -5.224 -0.019
C 3.574 0.217 1.241 -0.389
C -2.464 0.256 -4.179 -0.041
C -4.350 -1.047 0.692 -0.019
C -6.042 3.570 5.117 -0.100
C 1.154 3.412 -2.787 -0.103
C 4.630 -4.914 0.605 -0.053
C -2.537 -1.887 -1.053 -0.091
C 4.832 0.798 1.100 -0.065
C -1.740 2.560 3.233 0.090
C -0.949 1.992 2.256 -0.177
C -3.080 -0.486 0.664 -0.190
C 3.504 -3.324 -0.810 -0.094
C -2.046 2.732 -2.147 -0.353
C 2.028 2.637 0.312 -0.119
C -5.254 2.991 4.130 -0.005
C 2.176 3.847 -4.917 -0.044
C -3.608 4.009 -0.816 -0.055
C 0.643 2.004 -4.667 -0.093
C -3.820 -2.411 -1.034 -0.058
C -2.649 3.010 -0.921 -0.089
C 3.951 -2.778 1.490 -0.080
C -3.450 2.985 5.702 -0.003
C -2.655 0.561 1.613 -0.200
C 2.165 -0.694 -2.722 -0.367
C 3.413 -2.420 0.251 -0.317
C 4.556 -4.018 1.661 -0.069
C 5.458 1.386 2.190 -0.041
C 1.008 -5.007 2.750 -0.217
C -3.368 4.469 -3.166 -0.037
C 2.442 -0.591 -4.076 -0.047
C 0.023 -5.055 -0.167 -0.214
C 1.024 3.518 2.613 -0.023
C 2.002 4.171 -3.578 -0.048
C 3.702 -0.175 -4.474 -0.018
C -3.501 1.094 2.563 0.087
C 0.478 2.312 -3.319 -0.353
C -2.742 -0.744 -5.106 -0.016
C 3.593 0.812 3.589 -0.052
C -3.046 2.103 3.410 -0.094
C -1.991 -4.735 2.152 -0.227
C -3.929 2.700 4.430 -0.188
C 2.958 0.236 2.497 -0.146
C 4.111 -4.559 -0.631 -0.055
C 4.402 -0.051 -2.168 -0.038
C 2.607 3.698 0.993 -0.053
C 3.131 -0.422 -1.738 -0.347
C 1.488 2.771 -5.460 -0.049
C -3.971 4.734 -1.941 -0.040
C 4.846 1.393 3.435 -0.040
C 0.374 2.533 1.888 -0.178
C -2.400 3.483 -3.270 -0.080
H 1.687 -0.839 -4.812 0.119
H 4.198 -5.239 -1.471 0.120
H 2.824 4.449 -5.542 0.121
H 1.042 -4.878 -0.495 0.025
H -4.516 0.740 2.665 0.127
H 4.991 -4.270 2.621 0.121
H 0.966 3.714 -1.766 0.091
H 2.016 -4.782 2.409 0.021
H -7.075 3.829 4.919 0.121
H -1.798 -2.287 -1.729 0.086
H -0.154 -6.120 -0.010 0.063
H -4.067 4.231 0.141 0.111
H -1.377 3.386 3.827 0.132
H 5.344 1.842 4.284 0.123
H -2.358 2.451 -0.044 0.065
H -0.669 -4.658 -0.902 0.030
H -1.905 3.318 -4.221 0.117
H -2.138 -2.623 -5.957 0.127
H 5.665 0.401 -3.836 0.129
H -1.993 -5.813 2.313 0.057
H 1.999 -0.249 2.640 0.062
H -4.712 5.520 -1.865 0.122
H 3.136 -3.064 -1.789 0.092
H 0.851 -4.590 3.741 0.054
H -3.122 1.110 -4.096 0.112
H -3.994 3.763 7.637 0.122
H 5.344 0.797 0.151 0.085
H 3.118 0.793 4.562 0.119
H -2.753 -4.474 1.423 0.035
H 3.937 -2.093 2.323 0.101
H -2.183 -4.223 3.090 0.047
H 0.669 3.845 3.582 0.132
H 0.111 1.176 -5.120 0.107
H -3.609 -0.649 -5.749 0.128
H 1.597 2.532 -6.512 0.121
H -0.223 -2.905 -4.389 0.131
H 6.439 1.830 2.067 0.123
H 5.200 0.089 -1.457 0.095
H 2.511 5.031 -3.158 0.118
H -5.663 2.805 3.143 0.117
H 0.850 -6.085 2.769 0.061
H -4.118 -3.185 -1.732 0.132
H 3.928 -0.078 -5.528 0.130
H 3.479 4.210 0.605 0.135
H 5.113 -5.875 0.739 0.121
H -5.093 -0.745 1.420 0.129
H 2.475 2.238 -0.590 0.110
H -3.648 5.041 -4.042 0.123
H -2.428 2.750 5.985 0.120

***

Record 2
124
Properties=species:S:1:pos:R:3:lowdin_charge:R:1 method="wB97M-V/def2-TZVPD" max_force_ev_per_a=1.083 de_lowest_ev=0.316 e_tot_ev=-176548.070 lumo_ev="-0.3 / -0.3" total_charge=0
Br 7.078 1.314 -3.920 0.738
Ti 0.778 -1.109 -0.077 1.065
O -3.688 4.619 -2.700 0.069
O 0.606 0.688 0.646 -0.231
N 1.713 -0.078 -1.744 -0.006
N 1.517 -2.859 1.208 0.045
N -4.581 2.581 -3.256 0.136
N -2.455 2.759 -2.342 0.142
N 1.808 -4.137 3.123 0.140
N 2.826 -0.592 0.707 0.052
N -0.761 -0.783 2.504 0.091
N -0.899 -0.454 -1.614 0.031
N 1.650 -2.504 -1.231 -0.160
N 6.124 3.620 1.639 0.071
N 1.772 -3.838 -0.865 0.104
N 5.126 3.469 2.354 0.080
N -0.863 -2.540 0.279 -0.040
C -1.388 0.779 -1.511 -0.073
C 5.297 3.228 -0.711 -0.011
C -2.117 1.822 1.920 -0.189
C -7.327 4.552 -4.794 -0.040
C -1.079 -1.113 -2.758 -0.108
C 1.645 -3.994 0.397 -0.307
C 1.656 -2.967 2.478 -0.129
C 1.535 -7.708 0.995 -0.071
C -2.206 -4.363 0.046 -0.091
C -2.516 -3.758 1.272 -0.057
C 5.556 2.701 -1.968 -0.108
C -5.839 2.986 -3.755 -0.223
C 1.632 1.363 1.128 -0.331
C 2.886 0.690 1.146 -0.132
C -1.371 1.480 3.196 -0.160
C 2.302 -0.876 -2.704 -0.287
C 0.083 -1.407 5.255 -0.221
C -1.203 -3.583 -0.518 -0.195
C 1.583 2.658 1.579 0.016
C -6.866 2.050 -3.751 -0.028
C 6.753 2.048 -2.208 -0.689
C 2.745 1.032 -4.114 -0.097
C 7.469 2.492 0.024 -0.044
C -8.110 2.368 -4.275 -0.051
C -6.074 4.252 -4.286 -0.008
C 3.935 -1.282 0.635 -0.091
C 2.115 1.849 -3.128 -0.089
C -0.835 0.217 3.511 -0.166
C -0.171 1.037 5.682 -0.053
C 1.638 -5.305 1.043 -0.076
C 1.627 -7.739 2.387 -0.074
C -1.686 -2.648 1.378 -0.327
C -8.367 3.626 -4.805 -0.288
C 2.768 3.287 2.014 -0.014
C -1.742 -0.549 -3.833 -0.024
C -1.648 -1.703 2.452 -0.121
C 7.721 1.942 -1.225 -0.120
C 1.642 1.256 -1.999 -0.142
C -2.053 1.427 -2.544 -0.212
C -9.714 3.980 -5.377 -0.057
C -3.602 3.410 -2.769 -0.518
C 1.717 -6.567 3.111 -0.018
C 4.072 1.311 1.562 -0.094
C 3.986 2.669 1.953 -0.234
C 1.535 -6.499 0.330 -0.005
C -0.295 -0.020 4.785 -0.171
C -3.112 0.805 1.365 -0.084
C -2.223 0.744 -3.741 -0.004
C -0.607 2.306 5.351 -0.081
C -1.227 2.504 4.128 -0.054
C 2.842 -0.299 -3.898 -0.035
C 2.281 -2.218 -2.406 -0.119
C -0.871 -1.932 6.329 -0.087
C 5.243 0.516 1.537 0.006
C 1.722 -5.352 2.432 -0.169
C 6.247 3.090 0.294 -0.277
C 5.175 -0.758 1.062 -0.018
H 4.816 2.782 -2.749 0.087
H 8.663 1.454 -1.435 0.102
H 0.263 0.851 6.659 0.113
H -7.496 5.546 -5.197 0.115
H -10.107 4.895 -4.931 0.079
H 2.015 2.918 -3.257 0.098
H -0.597 -2.941 6.648 0.069
H -3.752 0.401 2.155 0.085
H -8.897 1.622 -4.260 0.109
H 1.456 -8.634 0.440 0.105
H -0.870 -1.288 7.209 0.070
H -0.679 -3.763 -1.439 0.086
H -1.395 2.082 1.142 0.073
H -1.846 -1.114 -4.749 0.112
H -6.694 1.064 -3.332 0.111
H 3.307 -0.959 -4.621 0.112
H 4.354 3.724 -0.527 0.121
H 6.181 0.925 1.891 0.112
H -5.290 4.992 -4.283 0.104
H -1.894 -1.965 5.948 0.076
H -2.695 1.229 -4.587 0.124
H 0.639 3.188 1.610 0.113
H 0.065 -2.100 4.417 0.062
H 1.106 -1.393 5.651 0.114
H 3.861 -2.287 0.239 0.112
H -2.442 -1.783 3.205 0.142
H -2.645 -5.249 -0.388 0.086
H 2.731 4.308 2.375 0.118
H -0.500 3.125 6.051 0.101
H 8.218 2.454 0.805 0.117
H 1.864 -4.130 4.127 0.152
H -3.260 -4.057 1.998 0.098
H -9.656 4.141 -6.456 0.080
H -1.219 1.283 -0.568 0.088
H -0.649 -2.097 -2.819 0.097
H -1.827 3.371 -1.849 0.152
H -2.669 2.740 2.134 0.107
H 1.776 -6.585 4.193 0.114
H 1.453 -6.447 -0.748 0.118
H -2.635 -0.037 0.868 0.048
H 1.157 1.851 -1.238 0.099
H -10.438 3.184 -5.199 0.071
H 2.749 -3.002 -2.981 0.108
H -3.766 1.297 0.639 0.073
H -1.629 3.483 3.885 0.110
H 3.137 1.476 -5.022 0.102
H 1.636 -2.068 3.084 0.132
H 1.621 -8.688 2.908 0.107
H 6.053 -1.387 1.011 0.110
H -4.485 1.598 -3.065 0.125